ORCA calculation (ωB97M-V with the def2-TZVPD basis set) on a cluster of 9 separate species, H19O9 in total.

Last columns: bonded neighbours and bond lengths (Å).
Element x y z (Å)
1 O 1.01 0.45 -0.70  H2 0.994, H19 0.962
2 H 1.30 -0.40 -0.27  O1 0.994
3 H -1.33 -1.48 1.34  O24 0.964
4 O 1.76 -2.21 -0.57  H5 0.985, H11 0.966
5 H 1.80 -1.91 -1.51  O4 0.985
6 O -1.51 1.00 -0.49  H8 1.137, H10 0.987, H27 0.968
7 H 0.73 -1.87 -3.79  O9 0.989
8 H -1.65 -0.05 -0.11  O6 1.137
9 O 0.78 -2.24 -2.88  H7 0.989, H22 0.973
10 H -0.82 0.72 -1.15  O6 0.987
11 H 2.16 -3.09 -0.53  O4 0.966
12 O -1.14 1.68 2.56  H14 0.956, H17 0.961
13 H -3.23 -1.49 0.59  O15 0.961
14 H -0.62 2.48 2.54  O12 0.956
15 O -3.44 -1.66 -0.34  H13 0.961, H16 0.963
16 H -4.34 -2.00 -0.33  O15 0.963
17 H -2.10 1.71 2.66  O12 0.961
18 O 1.41 1.60 1.84  H20 0.952, H23 0.966
19 H 1.82 0.82 -1.08  O1 0.962
20 H 0.92 1.81 2.63  O18 0.952
21 O 3.14 1.92 -0.38  H25 0.969, H26 0.964
22 H -0.17 -2.43 -2.85  O9 0.973
23 H 1.23 1.19 0.98  O18 0.966
24 O -1.48 -0.53 1.25  H3 0.964, H28 0.980
25 H 3.95 1.97 -0.91  O21 0.969
26 H 3.32 2.56 0.32  O21 0.964
27 H -2.33 1.41 -0.80  O6 0.968
28 H -1.15 0.02 1.99  O24 0.980

Properties
Total charge: +1
Lowest unoccupied orbital energy (eV): -3.2
Spin multiplicity: 1
E (eV): -18728.1309